Here is a single C5H10O molecule from the Open Molecules 2025 dataset. Energies are from ωB97M-V/def2-TZVPD.

```
! wB97M-V def2-TZVPD RIJCOSX def2/J DEFGRID3
* xyz 0 1
O 0.872 1.034 -0.643
C 0.344 0.959 1.810
C -0.119 1.049 0.379
C 0.609 -1.385 -0.105
C -0.994 -0.221 -1.708
C -0.021 -0.080 -0.557
H -0.503 0.713 2.460
H 0.587 -2.128 -0.909
H 0.079 -1.804 0.759
H -0.447 -0.232 -2.656
H 1.651 -1.221 0.172
H -1.721 0.595 -1.747
H 1.109 0.188 1.928
H 0.765 1.911 2.151
H -0.911 1.781 0.196
H -1.541 -1.166 -1.624
*
```

Results
Kohn-Sham gap: 11.06 eV
SMILES: C[C@H]1OC1(C)C
LUMO energy: 1.02 eV
HOMO level: -10.034 eV
ΔE to the lowest compared entry with this formula, charge and spin: 0.9728 eV

Löwdin analysis output, partial charges in e: number 1, O, carries 0.00; number 2, C, carries -0.04; number 3, C, carries -0.30; number 4, C, carries -0.02; number 5, C, carries -0.02; number 6, C, carries -0.51; number 7, H, carries 0.08; number 8, H, carries 0.08; number 9, H, carries 0.09; number 10, H, carries 0.09; number 11, H, carries 0.09; number 12, H, carries 0.08; number 13, H, carries 0.07; number 14, H, carries 0.08; number 15, H, carries 0.14; number 16, H, carries 0.08


Here is a single C5H10O molecule from the Open Molecules 2025 dataset. Energies are from ωB97M-V/def2-TZVPD.

```
! wB97M-V def2-TZVPD RIJCOSX def2/J DEFGRID3
* xyz 0 1
O -1.227 0.544 -0.542
C 0.424 1.721 0.404
C 0.086 -2.154 -0.216
C -0.091 0.294 0.365
C -0.981 2.305 0.204
C 0.792 -0.801 -0.191
H 0.867 1.992 1.369
H -2.045 0.240 -0.130
H -0.500 0.011 1.342
H 0.726 -2.935 -0.638
H 1.170 1.889 -0.388
H 1.108 -0.514 -1.202
H -1.002 2.828 -0.769
H 1.699 -0.849 0.426
H -0.202 -2.468 0.795
H -0.823 -2.103 -0.827
*
```

Results
Kohn-Sham gap: 8.67 eV
LUMO energy: 0.79 eV
HOMO level: -7.887 eV
ΔE to the lowest compared entry with this formula, charge and spin: 4.2904 eV

Löwdin analysis output, partial charges in e: number 1, O, carries -0.07; number 2, C, carries -0.25; number 3, C, carries -0.10; number 4, C, carries -0.39; number 5, C, carries 0.07; number 6, C, carries -0.21; number 7, H, carries 0.10; number 8, H, carries 0.12; number 9, H, carries 0.15; number 10, H, carries 0.07; number 11, H, carries 0.10; number 12, H, carries 0.12; number 13, H, carries 0.01; number 14, H, carries 0.12; number 15, H, carries 0.08; number 16, H, carries 0.07


Respective electronic energy values: -7393.7925, -7390.4749 eV.